A 19-piece molecular cluster, H39O19 overall. Source: the OMol25 dataset; level of theory: wB97M-V/def2-TZVPD.

Geometry as XYZ:
```
58
Properties=species:S:1:pos:R:3
O 0.85421 3.65958 -2.24486
H -1.69197 -4.13817 -0.72026
H 0.39993 3.63514 -1.41142
O -0.49267 -0.87563 1.65467
H -1.39079 -0.91773 1.43159
H -0.43210 -1.29312 2.51963
O -3.09277 -1.81952 1.71224
H -2.98546 -1.94647 2.65213
H -3.52644 -2.68734 1.53986
O -0.29618 1.97578 1.44441
H -0.17234 1.85627 2.44148
H 2.67391 1.58635 -0.42477
O -2.71668 -1.67086 -2.75394
H -2.75476 -1.66871 -3.73087
H -2.21347 -2.43422 -2.50340
O -0.69057 0.72844 -2.25278
H -0.83355 0.91440 -1.32066
H -1.28629 -0.05281 -2.39410
O 0.13175 -2.35256 -2.30222
H 0.37200 -3.06779 -2.87328
H -0.31051 -2.57727 -1.44967
O -1.04463 -3.54439 -0.30707
H -1.66283 -2.83603 -0.00252
O 3.90984 -0.16081 -0.52734
H 3.56163 -1.12779 -0.60214
H 4.45226 -0.26063 0.26484
O -4.24158 -1.91932 -0.45318
H -4.08117 -1.06925 0.00545
H 1.22680 -1.08009 -1.78394
O 3.27983 -0.29182 2.11293
H 2.33447 -0.11324 2.26599
H 3.78289 0.44921 2.45017
O 1.79362 1.78633 -0.80468
H 1.98476 2.64397 -1.24467
H 2.13276 0.32967 -1.73894
O 2.39461 2.37826 2.72022
H -3.53713 -1.77993 -1.08358
H 0.18306 3.48376 -2.91170
O 1.64507 4.27095 0.75793
H 1.07548 4.91474 1.19287
H 0.24843 2.76290 1.59146
O -3.00850 1.62275 1.35888
H -3.16118 1.65521 2.34006
H -2.11775 1.89488 1.11044
O -2.93145 3.02509 -1.37029
H 2.65450 -2.97377 0.57000
H -2.88284 3.90156 -1.77153
O 3.43671 -2.45401 0.56992
H -3.31168 2.37365 -1.94165
H 3.44122 -1.57628 0.94448
O 1.73345 -0.37012 -2.45401
H 1.06710 0.38952 -2.62150
H 2.50877 2.10159 3.67089
O -0.68136 -4.57309 2.34717
H -0.48689 -4.90794 1.44172
H -0.16589 -3.72575 2.19473
H 3.04068 3.08945 2.67532
H 1.88165 4.83700 0.01952
```

HOMO level, eV: -12.95
Energy above the lowest of the compared OMol25 structures with the same formula, charge and spin, kcal/mol: 72.8
Net charge: +1
Total energy, eV: -39527.861

Atom charges from the natural (NBO) analysis, given in e for atoms 1 to 4: -0.9639 0.4920 0.4844 -0.9627